Entry 1:
Entry from OMol25: 3 unconnected molecules or ions with the total composition C5H16O2 in a non-equilibrium geometry (ωB97M-V with the def2-TZVPD basis set).

Output
HOMO level: -10.91 eV
relative energy (zero: lowest compared OMol25 entry of this formula, charge and spin): 40.05 kJ/mol
DFT total energy: -9539.4148 eV
HOMO-LUMO gap: 11.42 eV
total charge: 0
SMILES: CCC(C)C.O.O
LUMO: 0.51 eV

```
23
Properties=species:S:1:pos:R:3:forces:R:3
C -0.751301 1.324601 2.577477 -0.91 0.99 -1.05
C -0.712609 1.457449 1.041103 0.36 -0.97 0.62
C 0.559059 0.851947 0.458596 0.25 0.17 -1.00
C 0.558978 0.957792 -1.078142 -1.03 -0.45 0.34
C 0.781970 -0.593851 0.849757 0.46 -0.76 0.73
H -0.865284 0.280626 2.845663 0.16 0.00 0.39
H 0.101360 1.818355 3.033283 0.29 -0.29 0.14
H -1.630104 1.904114 2.882576 0.02 -0.38 0.40
H -1.552849 0.895701 0.618935 -0.12 0.09 0.00
H -0.843017 2.491177 0.738220 0.17 0.20 -0.08
H 1.430693 1.409167 0.831342 -0.20 0.12 -0.06
H 1.561191 0.754008 -1.449082 -0.02 0.64 -0.39
H 0.024771 1.861885 -1.378317 0.98 0.49 -0.25
H -0.098770 0.217853 -1.553931 0.17 -0.33 0.42
H 1.301604 -0.685763 1.803564 -0.25 0.12 0.34
H 1.466569 -1.140937 0.192831 -0.22 0.26 -0.39
H -0.134252 -1.186071 0.941926 -0.07 0.13 -0.16
O -1.999010 -1.704415 -1.708558 0.60 -0.13 -0.15
H -1.105660 -1.808927 -2.077370 -0.27 0.08 -0.23
H -1.808450 -1.698724 -0.769111 -0.22 0.05 0.32
O 1.093484 -2.134884 -3.110595 0.35 0.22 0.76
H 0.903953 -3.044813 -3.320269 -0.23 -0.53 -0.36
H 1.717673 -2.226291 -2.369897 -0.25 0.30 -0.33
```
Forces are in eV/Å.

Results of the Mulliken charge analysis, in e, for atoms 1 through 8: number 1, C, carries -1.2031; number 2, C, carries -0.7219; number 3, C, carries 0.9316; number 4, C, carries -1.3260; number 5, C, carries -1.3262; number 6, H, carries 0.3087; number 7, H, carries 0.3109; number 8, H, carries 0.3838

Entry 2:
Entry from OMol25: 4 unconnected molecules or ions with the total composition C5H16O3 in a non-equilibrium geometry (ωB97M-V with the def2-TZVPD basis set).

Output
HOMO level: -9.75 eV
relative energy (zero: lowest compared OMol25 entry of this formula, charge and spin): 585.82 kJ/mol
DFT total energy: -11580.8282 eV
HOMO-LUMO gap: 6.66 eV
total charge: 0
LUMO: -3.09 eV

```
24
Properties=species:S:1:pos:R:3:forces:R:3
C 0.785940 1.052922 -1.062580 -0.46 0.91 -0.65
O 1.874642 1.568376 -0.319830 -0.08 0.03 0.15
C -0.522938 1.562940 -0.467825 0.73 -0.88 1.47
C -0.728236 1.007811 0.960316 -0.28 -0.61 0.12
C -1.210886 -0.477641 0.964952 -0.14 2.09 -0.96
C -2.658244 -0.536213 0.454795 -0.17 -1.33 -1.44
H 0.760808 1.494999 -2.070945 0.52 -0.39 -0.11
H 0.807766 -0.036234 -1.133277 0.04 0.13 -0.13
H 2.596366 0.920401 -0.293667 -0.18 -0.21 -0.02
H -0.409634 2.640273 -0.326658 -0.39 0.04 -0.59
H -1.342358 1.234783 -1.111919 -0.03 0.56 0.00
H 0.239808 1.100158 1.500781 -0.64 0.28 -0.06
H -1.535159 1.582870 1.431496 0.50 0.13 0.33
H -0.601717 -0.988241 0.184588 0.05 -0.60 0.63
H -1.236520 -0.929772 1.952933 0.52 -0.14 0.01
H -3.384791 -0.025476 1.079261 0.05 -0.34 0.49
H -2.858376 -1.594242 0.248238 -0.61 -0.07 0.95
H -2.903216 -0.204111 -0.562875 0.87 0.74 0.11
H 3.743102 -1.210232 -0.616617 0.23 0.10 0.13
H 2.298403 -1.449600 -0.082478 1.58 0.42 -0.41
O 3.142992 -0.870917 0.054818 -0.56 -0.46 -0.06
H 0.977304 -1.006290 0.841434 -0.63 -2.30 -3.19
H 1.156401 -2.678378 -1.210860 0.91 0.49 -0.14
O 1.008538 -2.158184 -0.414080 -1.84 1.41 3.38
```
Forces are in eV/Å.

Results of the Mulliken charge analysis, in e, for atoms 1 through 8: number 1, C, carries -0.5832; number 2, O, carries -0.5798; number 3, C, carries -0.5110; number 4, C, carries -0.5219; number 5, C, carries -0.8458; number 6, C, carries -1.6043; number 7, H, carries 0.2594; number 8, H, carries 0.6055

Entry 3:
Entry from OMol25: 2 unconnected molecules or ions with the total composition C5H17N2 (ωB97M-V with the def2-TZVPD basis set).

Output
HOMO level: -13.67 eV
relative energy (zero: lowest compared OMol25 entry of this formula, charge and spin): 43.03 kJ/mol
DFT total energy: -8434.9287 eV
HOMO-LUMO gap: 10.68 eV
total charge: +1
LUMO: -2.99 eV

```
24
Properties=species:S:1:pos:R:3:forces:R:3
C -0.265320 0.581046 2.427807 0.13 -0.29 -0.46
C -1.310109 -0.105021 1.560899 -0.34 0.49 0.10
C -2.274683 0.862498 0.870396 0.41 -0.62 -0.07
N -0.606958 -0.881474 0.484183 0.09 0.62 -0.23
H 0.369812 -0.173506 2.894058 -0.04 0.18 0.33
H 0.387502 1.231772 1.840864 -0.11 0.01 -0.13
H -0.761983 1.210185 3.158017 0.04 -0.15 0.28
H -1.865776 -0.840352 2.142583 -0.04 0.07 0.08
H -1.730261 1.473690 0.149075 -0.05 0.08 -0.03
H -2.757004 1.521121 1.583045 -0.07 -0.02 0.12
H -3.029223 0.270120 0.351697 -0.18 0.25 -0.09
H -0.074298 -1.653470 0.865573 0.17 -0.20 0.07
H -1.250630 -1.243746 -0.219935 -0.08 -0.10 0.18
H 0.055710 -0.229996 -0.057927 0.13 -0.40 -0.33
C 2.505175 0.137285 -1.127902 0.06 -0.41 0.54
N 1.076952 0.232331 -1.465824 0.26 0.04 0.13
C 0.695338 -0.732998 -2.502309 -0.24 0.12 -0.39
H 2.707731 -0.843652 -0.687423 -0.08 0.00 -0.07
H 3.193653 0.246130 -1.967542 -0.15 0.18 -0.13
H 2.732161 0.865546 -0.352079 0.11 0.16 -0.13
H 0.938541 1.168703 -1.824448 -0.28 0.07 -0.01
H 0.950832 -0.392260 -3.507843 0.25 -0.09 0.02
H -0.386476 -0.889963 -2.532395 -0.01 0.02 0.19
H 1.183792 -1.688886 -2.320301 0.00 -0.01 0.02
```
Forces are in eV/Å.

Results of the Mulliken charge analysis, in e, for atoms 1 through 8: number 1, C, carries -1.2800; number 2, C, carries 0.2986; number 3, C, carries -1.2335; number 4, N, carries -0.1811; number 5, H, carries 0.3801; number 6, H, carries 0.3178; number 7, H, carries 0.3880; number 8, H, carries 0.2930

Entry 4:
Entry from OMol25: 3 unconnected molecules or ions with the total composition C5H17N2O in a non-equilibrium geometry (ωB97M-V with the def2-TZVPD basis set).

Output
HOMO level: -13.72 eV
relative energy (zero: lowest compared OMol25 entry of this formula, charge and spin): 713.22 kJ/mol
DFT total energy: -10475.5425 eV
HOMO-LUMO gap: 4.84 eV
total charge: +1
LUMO: -8.88 eV

```
25
Properties=species:S:1:pos:R:3:forces:R:3
C -1.580850 1.501656 -0.641835 -1.43 -0.85 0.86
N -2.076535 0.160795 -0.695467 1.13 0.69 -0.36
C 4.650484 -1.950036 -3.643047 -0.76 -0.62 0.22
C -0.813465 1.812796 0.680806 0.74 0.25 0.01
N -1.666273 1.555133 1.792075 -0.22 -0.65 -0.87
C -1.735854 0.244881 2.272065 0.56 -0.54 1.91
C -0.437707 -0.335383 2.876482 -0.64 -0.65 -0.10
H -0.904369 1.679678 -1.487466 0.25 0.24 0.18
H -2.476265 2.134253 -0.712558 0.18 0.27 -0.58
H 4.763618 -1.456892 -2.679680 0.17 0.25 -0.18
H 3.845239 -2.682825 -3.513483 0.19 -0.05 -0.01
H 4.305563 -1.287323 -4.432046 0.34 0.24 0.06
H 5.553242 -2.490230 -3.913675 0.05 0.18 -0.07
H 0.069686 1.186877 0.748545 -0.04 -0.06 -0.02
H -0.468618 2.848222 0.636251 -0.38 0.08 0.00
H -2.596216 1.953245 1.753387 0.12 0.73 0.13
H -2.604094 -0.026788 -1.529112 -1.00 0.03 -0.25
H -2.470747 0.225016 3.086127 -0.29 -0.05 -0.39
H -2.088517 -0.550695 1.543577 -0.17 0.59 -0.70
H 0.425969 -0.268534 2.222666 0.20 0.28 0.26
H -0.607025 -1.402351 3.032650 -0.03 -0.01 -0.16
H -0.331907 0.056054 3.894641 0.41 0.40 -0.43
H -1.313523 -0.529538 -0.508930 1.01 -0.90 0.65
H 0.462027 -1.581999 -0.614915 -0.21 0.28 0.01
O 0.096137 -0.796012 -0.167057 -0.18 -0.13 -0.16
```
Forces are in eV/Å.

Results of the Mulliken charge analysis, in e, for atoms 1 through 8: number 1, C, carries -0.4740; number 2, N, carries -0.2098; number 3, C, carries -0.9171; number 4, C, carries -0.5335; number 5, N, carries -0.0366; number 6, C, carries -0.2003; number 7, C, carries -1.0714; number 8, H, carries 0.3336

Entry 5:
Entry from OMol25: 2 unconnected molecules or ions with the total composition C5H17N3 in a non-equilibrium geometry (ωB97M-V with the def2-TZVPD basis set).

Output
HOMO level (spin up / spin down): -17.66 / -17.91 eV
relative energy (zero: lowest compared OMol25 entry of this formula, charge and spin): 562.48 kJ/mol
DFT total energy: -9908.8286 eV
HOMO-LUMO gap (spin up / spin down): 6.63 / 6.50 eV
total charge: +2
LUMO (spin up / spin down): -11.03 / -11.41 eV

```
25
Properties=species:S:1:pos:R:3:forces:R:3
C 1.051278 1.681439 1.623581 0.94 1.35 2.02
C 2.148060 0.355538 -0.031006 1.66 0.33 -3.12
C -1.715837 -0.037853 1.008988 -3.11 -1.22 0.62
C -1.234973 0.414249 -1.360498 1.96 -1.18 -1.15
C -0.485880 -1.687971 -0.321517 0.24 0.68 -1.18
N -0.383136 -2.127950 -1.673227 4.40 -0.91 2.90
N 1.142365 1.246457 0.304130 -0.42 0.95 0.83
N -0.951797 -0.312513 -0.130787 -0.66 -1.31 -1.49
H 1.134018 2.799495 1.689026 0.24 -0.64 -0.26
H 0.152471 1.552748 2.217441 -0.86 -0.37 -0.45
H 1.817255 1.182541 2.217790 0.05 0.30 0.03
H 2.793115 0.255127 0.792291 0.58 -1.11 1.04
H 1.654934 -0.504291 -0.482738 0.61 -0.54 0.13
H 2.845657 0.700049 -0.889798 -1.30 -0.04 1.01
H -1.135710 0.224227 1.811932 1.76 1.28 1.99
H -2.458752 0.731211 0.776457 0.14 -0.13 0.34
H -2.211822 -0.939652 1.545841 0.45 1.01 -1.63
H -2.218624 0.031094 -1.685757 0.19 0.55 -0.25
H -1.161787 1.494007 -1.233836 -0.58 -0.13 0.08
H -0.419374 0.026434 -2.112236 -1.69 0.93 1.09
H 0.571776 -1.558874 0.044226 -0.74 -1.06 0.24
H -1.063433 -2.391188 0.270883 -0.04 0.22 0.73
H 0.777398 1.895059 -0.352192 -0.53 0.34 -1.19
H -1.002545 -2.155807 -2.412954 -1.93 -0.16 -1.18
H 0.355344 -2.873578 -1.616040 -1.33 0.88 -1.14
```
Forces are in eV/Å.

Results of the Mulliken charge analysis, in e, for atoms 1 through 8: number 1, C, carries -0.7087; number 2, C, carries -0.5891; number 3, C, carries -0.9012; number 4, C, carries -1.1843; number 5, C, carries -0.1305; number 6, N, carries -0.4429; number 7, N, carries 0.1550; number 8, N, carries 0.3410

Entry 6:
Entry from OMol25: 2 unconnected molecules or ions with the total composition C5H17N4 in a non-equilibrium geometry (ωB97M-V with the def2-TZVPD basis set).

Output
HOMO level (spin up / spin down): -9.99 / -11.29 eV
relative energy (zero: lowest compared OMol25 entry of this formula, charge and spin): 266.30 kJ/mol
DFT total energy: -11410.5779 eV
HOMO-LUMO gap (spin up / spin down): 6.05 / 8.42 eV
total charge: +1
LUMO (spin up / spin down): -3.94 / -2.87 eV

```
26
Properties=species:S:1:pos:R:3:forces:R:3
C 0.967581 0.030182 1.946542 1.11 -0.17 1.96
C 1.737494 1.851671 0.598012 1.33 -0.54 3.67
C -2.410592 -1.650774 0.120243 1.87 -0.54 -2.52
C 0.384396 -0.313882 -1.496829 -1.59 -2.24 1.13
C -0.119205 0.263007 -0.242827 -1.65 -0.01 0.71
N -2.984493 -0.867602 -0.792571 -0.86 0.31 2.83
N 1.336068 -1.390045 -1.213583 1.30 1.06 -1.94
N -1.188949 1.188796 -0.339133 2.78 -1.19 -1.72
N 1.158768 0.528869 0.602457 -1.87 -0.14 -0.39
H 0.226070 0.654639 2.466134 0.25 -0.10 -0.21
H 0.555728 -0.972136 1.864778 0.29 -0.04 0.23
H 1.956440 0.077718 2.551958 -1.64 -0.25 -1.06
H 2.701542 1.730659 1.283202 -1.79 0.90 -1.86
H 1.860864 2.164386 -0.370313 0.96 0.79 -2.28
H 1.025151 2.514541 1.065412 -0.01 0.33 0.35
H -1.865804 -2.513455 -0.194215 -0.07 -0.63 -0.49
H -2.310880 -1.510046 1.149684 -0.61 1.04 1.31
H 0.924678 0.406936 -1.976408 1.26 2.02 -2.32
H -0.463741 -0.730700 -2.037949 -0.13 0.68 -0.48
H -3.425590 -0.106287 -0.261402 -0.23 -0.12 -1.67
H -3.304687 -1.153847 -1.711645 0.21 0.10 0.37
H 0.844864 -2.123824 -0.766023 -0.30 -1.18 0.13
H 1.734455 -1.643115 -2.159306 -0.43 -0.26 1.85
H -1.672252 1.313673 0.466106 -1.61 0.63 2.85
H -1.148061 2.027204 -0.880469 0.31 0.44 -0.57
H 1.728065 -0.102203 0.051764 1.10 -0.88 0.14
```
Forces are in eV/Å.

Results of the Mulliken charge analysis, in e, for atoms 1 through 8: number 1, C, carries -0.8715; number 2, C, carries -0.8989; number 3, C, carries -0.5279; number 4, C, carries -1.1290; number 5, C, carries 0.1280; number 6, N, carries -0.2363; number 7, N, carries -0.5734; number 8, N, carries -0.3726